No. 1
Formula: C18H25ClCoN7O4
Source: the Open Molecules 2025 dataset
Level of theory: ωB97M-V/def2-TZVPD

**LUMO level**: -6.7 eV
**Total charge**: +2

Geometry (Å):
C  1.378  1.306  3.665
H  0.980  1.644  -2.760
O  -3.870  -1.690  3.910
C  3.762  1.445  3.748
H  -3.639  -1.791  2.962
C  -1.740  -0.545  3.904
H  4.731  0.967  3.798
H  -4.089  3.764  1.715
C  -2.962  -1.045  4.626
H  -2.631  4.293  0.843
H  0.674  2.838  -0.677
H  2.418  2.893  -0.916
N  1.490  -1.485  0.652
H  -0.187  -0.055  -1.857
H  0.318  -2.704  -0.584
H  -4.191  4.236  0.003
H  0.286  3.152  3.713
C  1.264  2.688  3.702
N  0.189  0.512  3.548
C  -4.471  1.483  0.085
H  1.157  -2.019  1.452
C  1.460  1.215  -1.883
Cl  -0.512  0.722  6.077
C  3.666  2.832  3.767
N  -0.182  -0.020  2.369
N  -1.052  1.440  0.211
H  2.662  -0.412  3.732
H  1.557  2.099  1.325
H  -4.120  0.503  -0.228
Co  0.318  0.074  0.495
H  2.531  -1.014  -1.831
H  4.565  3.431  3.819
H  -5.059  1.383  0.996
N  1.707  1.482  0.526
N  0.731  -0.014  -1.422
C  1.312  -2.268  -0.607
C  2.423  3.452  3.754
C  -1.894  -1.281  1.336
C  -0.728  0.207  4.495
N  -3.316  2.366  0.346
C  -1.332  -0.655  2.571
H  -5.079  1.924  -0.702
C  1.477  -1.277  -1.738
H  2.478  -1.301  0.812
C  -3.571  3.756  0.757
O  -2.991  -1.790  1.302
H  1.157  -1.688  -2.695
H  2.049  -3.067  -0.679
C  2.610  0.670  3.701
H  2.460  0.907  -2.185
H  2.661  1.143  0.634
H  2.354  4.530  3.801
C  -2.120  1.893  0.275
O  -3.079  -0.836  5.797
O  -1.091  -1.164  0.311
C  1.568  2.230  -0.754

=====

No. 2
Formula: C38H71F9N2O8PS
Source: the Open Molecules 2025 dataset
Level of theory: ωB97M-V/def2-TZVPD

**LUMO level**: -2.4 eV
**Total charge**: +1

Geometry (Å):
C  -2.823  1.545  2.567
C  -0.383  0.135  0.463
H  -0.175  1.690  6.163
O  1.910  -7.623  0.544
C  3.767  -0.005  2.650
H  7.208  -5.737  -4.371
H  3.288  -5.986  -0.880
H  3.999  0.711  3.431
H  -0.410  -6.481  2.187
H  1.150  -2.396  1.345
O  1.338  0.982  7.254
H  4.062  -4.120  0.554
C  4.672  -5.020  0.449
H  3.059  2.641  -0.743
H  0.194  -3.588  -1.233
H  -1.776  2.468  0.145
H  -4.003  7.229  -6.101
O  0.815  -5.773  -0.243
H  -0.059  -8.191  1.958
H  -2.706  6.191  -3.534
H  -1.182  -7.318  0.875
H  7.025  -6.504  -0.148
C  0.452  -2.274  0.526
C  2.622  1.881  -0.106
C  1.140  2.218  0.035
H  2.749  -0.384  2.771
C  2.091  -0.166  7.578
H  -0.998  -2.928  1.870
H  -3.199  -4.862  -0.140
H  -0.171  1.287  3.579
H  -2.458  10.740  -5.925
H  1.577  -0.610  0.543
H  7.106  -7.853  -1.251
H  -1.933  9.063  -5.991
H  -5.700  7.055  -4.244
H  6.757  -4.924  -2.064
H  -1.315  2.412  -1.513
C  -3.463  9.466  -4.490
H  -1.590  -4.916  -0.888
C  -0.229  -0.815  2.949
H  8.237  -5.851  -2.132
H  -0.896  0.233  -1.638
H  -0.346  1.951  1.534
C  -3.861  3.376  -1.249
C  -3.214  8.272  -3.571
F  -3.535  4.016  -0.110
H  -5.931  5.805  -5.459
F  -5.639  4.797  -1.774
H  2.826  2.137  2.066
H  2.120  -1.007  -1.367
C  0.381  1.329  1.036
H  -1.791  -4.860  0.903
O  -3.065  -1.062  3.455
H  0.998  0.111  -1.718
H  1.079  1.025  1.807
O  3.975  0.550  1.364
H  -3.624  -1.795  3.183
C  -3.884  6.487  -5.307
C  -0.979  -2.175  1.091
H  -0.492  -1.729  3.460
F  -7.290  3.907  -0.179
O  -3.556  -2.394  0.311
H  -1.870  1.959  2.876
C  -0.364  0.299  3.976
H  2.901  -0.308  6.867
H  4.260  2.538  1.124
C  0.875  -3.368  -0.422
S  -2.230  -2.760  -0.091
O  -1.883  -2.339  -1.425
H  -0.477  0.097  6.908
H  1.835  -3.165  -0.881
H  2.813  0.943  -0.610
H  5.719  -4.717  0.478
H  4.898  -7.715  -0.219
C  -1.350  0.437  -0.680
H  -4.305  9.262  -5.157
C  -5.246  6.171  -4.693
N  1.124  -0.825  -1.352
C  -2.241  9.862  -5.315
C  1.137  -4.621  0.378
H  4.784  -7.537  -1.950
H  -5.161  5.405  -3.931
H  0.726  -1.002  5.240
F  -4.130  1.091  -0.626
H  -1.887  7.085  -4.790
C  6.801  -6.414  -3.620
H  -3.497  5.585  -5.789
C  -1.878  1.883  -0.756
P  -2.852  -0.212  2.060
C  -2.852  6.970  -4.288
H  -4.101  8.113  -2.951
H  -1.329  0.320  4.469
H  2.535  -0.026  8.553
H  -2.405  8.522  -2.877
H  -1.397  10.106  -4.667
H  1.669  0.414  4.792
H  -2.200  -0.225  -0.650
N  0.715  -0.845  0.052
H  5.722  -6.464  -3.774
C  5.136  -7.038  -1.044
C  -3.299  1.933  -1.268
C  3.419  1.862  1.199
H  7.216  -7.407  -3.805
F  -3.223  4.023  -2.258
H  4.528  -5.068  -1.703
C  -2.170  -4.546  -0.061
H  0.835  -0.864  2.729
C  6.655  -6.867  -1.111
F  -3.274  1.530  -2.568
H  0.698  2.201  -0.955
F  -5.668  2.818  -2.670
C  -0.267  -7.268  1.449
F  -6.899  1.843  -0.763
H  -3.473  1.615  3.434
H  4.469  -5.661  1.308
H  1.474  -1.062  7.602
O  1.635  -4.617  1.477
C  4.351  -5.742  -0.859
H  -3.761  10.318  -3.875
H  -3.247  2.182  1.808
H  4.439  -0.844  2.750
H  1.061  3.248  0.360
F  -5.651  2.798  0.751
C  0.682  0.074  5.083
C  -5.368  3.494  -1.548
C  -1.068  -0.701  1.626
C  0.910  -6.930  0.593
C  -6.326  3.003  -0.397
C  7.151  -5.933  -2.214
C  0.250  0.721  6.393

=====

No. 3
Formula: C2H2BrO2P
Source: the Open Molecules 2025 dataset
Level of theory: ωB97M-V/def2-TZVPD

**LUMO level (alpha / beta)**: -1.4 / -1.3 eV
**Relative energy (zero: lowest compared OMol25 entry of this formula, charge and spin)**: 172.03 kJ/mol

Geometry (Å):
C  -1.372  0.861  -0.001
Br  3.528  0.051  -0.066
O  -1.092  2.039  -0.206
P  1.850  -1.422  -0.132
H  -2.432  0.429  0.336
O  0.853  -0.282  -0.016
C  -0.459  -0.356  -0.007
H  -0.876  -1.321  0.091